C5H20N2O3S | the ωB97M-V functional and the def2-TZVPD basis

Cartesian coordinates (Å):
S1 1.38 -3.77 1.71
O1 -0.61 0.63 3.88
O2 -2.38 1.63 0.75
O3 -2.66 -0.82 -3.04
N1 0.11 0.89 -0.78
N2 -0.50 -1.54 1.27
C1 0.83 1.92 -2.89
C2 1.11 0.08 0.01
C3 1.00 1.95 -1.40
C4 1.66 -2.41 0.57
C5 0.54 -1.39 0.27
H1 1.96 1.68 -1.05
H2 -2.76 -1.57 -2.47
H3 1.36 0.97 -3.11
H4 1.30 0.33 1.10
H5 0.32 -3.35 2.54
H6 2.03 0.12 -0.55
H7 0.15 -1.74 -0.69
H8 2.02 -2.96 -0.26
H9 -0.98 -0.10 4.34
H10 -2.56 0.94 1.44
H11 -1.34 -1.48 0.81
H12 -0.59 1.52 3.92
H13 0.69 2.96 -0.88
H14 -0.69 1.30 -0.27
H15 -0.38 -0.84 2.07
H16 2.51 -1.67 0.77
H17 -2.40 2.49 1.24
H18 -1.96 -0.18 -2.63
H19 1.09 2.69 -3.55
H20 -0.25 1.70 -3.14

Computed properties:
relative energy (zero: lowest compared OMol25 entry of this formula, charge and spin) = 60.37 kcal/mol
SMILES string = CCNC[C@H](N)CS.O.O.O
frontier orbital gap = 8.49 eV
LUMO = 0.03 eV
charge = 0

---

C19H47Cl4NO7 | the ωB97M-V functional and the def2-TZVPD basis

Cartesian coordinates (Å):
Cl1 17.00 2.87 13.61
Cl2 14.51 4.26 14.27
Cl3 14.57 1.33 14.27
Cl4 14.78 2.65 11.71
O1 14.63 -2.28 11.59
O2 15.80 -0.70 9.68
O3 18.28 1.19 5.35
O4 20.11 0.36 7.28
O5 15.27 -4.98 9.18
O6 17.23 -1.14 4.80
O7 18.54 -0.18 9.51
N1 13.85 -4.23 5.51
C1 17.90 3.56 4.80
C2 19.52 -1.90 4.45
C3 13.68 -1.33 11.80
C4 13.02 -2.13 5.78
C5 22.41 0.59 7.99
C6 13.65 -2.15 4.55
C7 15.24 2.79 13.46
C8 19.26 -0.71 10.57
C9 17.12 -4.29 7.87
C10 21.44 0.54 6.85
C11 17.22 2.21 5.19
C12 13.23 -3.41 6.37
C13 12.45 -1.65 10.95
C14 15.26 0.33 8.95
C15 15.61 0.03 7.49
C16 18.23 -2.08 5.24
C17 14.22 -3.46 4.38
C18 16.00 -3.84 8.79
C19 18.26 -1.25 11.62
H1 16.70 0.09 7.45
H2 11.80 -0.77 10.94
H3 14.03 -5.19 5.76
H4 20.28 -2.62 4.76
H5 17.67 -2.04 11.17
H6 16.76 -0.65 9.59
H7 16.49 1.94 4.43
H8 18.33 -1.93 6.32
H9 16.39 -1.58 4.65
H10 19.47 0.56 6.59
H11 19.17 0.05 8.83
H12 21.42 1.58 6.52
H13 17.16 4.35 4.80
H14 14.84 -3.91 3.62
H15 13.71 -1.35 3.83
H16 15.22 -0.94 7.18
H17 17.91 -3.54 7.81
H18 13.36 -1.43 12.84
H19 15.16 -1.86 10.92
H20 14.18 0.40 9.11
H21 22.19 1.35 8.75
H22 17.82 -3.08 5.13
H23 18.72 -1.61 12.54
H24 22.35 -0.37 8.49
H25 19.98 -0.95 4.69
H26 19.91 -1.48 10.16
H27 16.47 -3.33 9.63
H28 13.00 -3.81 7.35
H29 17.90 0.37 5.03
H30 11.90 -2.51 11.33
H31 17.59 -0.44 11.90
H32 17.55 -5.21 8.27
H33 12.71 -1.76 9.90
H34 14.11 -0.34 11.63
H35 21.67 -0.11 6.01
H36 18.34 3.56 3.80
H37 15.18 0.74 6.79
H38 15.71 1.28 9.23
H39 12.63 -1.27 6.31
H40 15.29 -3.12 8.41
H41 16.70 -4.44 6.87
H42 19.80 0.12 11.02
H43 19.40 -2.03 3.37
H44 14.86 -4.83 10.04
H45 16.59 2.37 6.06
H46 18.67 3.71 5.56
H47 23.45 0.74 7.70

Computed properties:
spin multiplicity = 2
⟨S²⟩ = 0.76
frontier orbital gap (spin up / spin down) = 7.85 / 4.03 eV
LUMO (spin up / spin down) = -3.83 / -7.65 eV
charge = +1

---

Here are the calculated energy numbers, same order: -25464.3611 -86367.1046 (eV).
Here are the calculated strongest force on any atom numbers, same order: 5.73 2.69 (eV/Å).